Entry from the Open Molecules 2025 dataset: a structure of composition C42H34AsGeNO2PdS at a distorted geometry (ωB97M-V with the def2-TZVPD basis set).

Geometry as ORCA input:
```
! RIJCOSX wB97M-V def2-TZVPD def2/J DEFGRID3
* xyz -1 6
Pd -0.79215 0.28455 1.17508
O 0.26277 0.95560 3.02055
N -0.29893 2.05162 3.51401
C 0.47109 2.90122 4.22098
C -0.04451 4.03029 4.80287
C -1.41600 4.29482 4.65774
C -2.19133 3.43536 3.93514
C -1.64671 2.28536 3.30746
S -3.81472 1.45714 1.82060
H 1.50542 2.60078 4.28236
H 0.61247 4.68895 5.35182
H -1.85349 5.18087 5.10582
H -3.25236 3.60753 3.79370
C -2.31524 1.42492 2.43717
Ge 0.30243 2.01671 -0.12525
C 2.23125 1.90636 0.22019
C 3.11231 2.99471 0.22624
C 4.46176 2.82930 0.52748
C 4.95907 1.56663 0.83319
C 4.09899 0.47334 0.84748
C 2.74741 0.64270 0.55235
C -0.28481 3.89375 -0.08785
C 0.45009 4.88674 -0.75712
C 0.01604 6.20911 -0.78737
C -1.17072 6.56851 -0.15531
C -1.92876 5.59393 0.48476
C -1.49040 4.26821 0.51518
C -0.07847 1.48132 -1.98283
C 0.71710 0.55508 -2.66339
C 0.32064 0.02991 -3.89098
C -0.88672 0.41865 -4.45849
C -1.69036 1.34440 -3.79763
C -1.29126 1.86881 -2.56875
H 2.75072 3.99284 0.01869
H 5.12279 3.69031 0.52975
H 6.01061 1.43716 1.06644
H 4.47397 -0.51369 1.10421
H 2.09062 -0.21416 0.60766
H 1.35079 4.62240 -1.30207
H 0.59895 6.95743 -1.31624
H -1.50749 7.60034 -0.17414
H -2.86673 5.86048 0.96549
H -2.10934 3.51866 1.00119
H 1.65990 0.23698 -2.22439
H 0.94962 -0.69408 -4.40019
H -1.20315 -0.00134 -5.40874
H -2.63551 1.65073 -4.23564
H -1.93579 2.58325 -2.05865
O -0.18687 -1.71980 1.59819
As -0.21244 -2.90138 0.35945
C 1.39627 -2.94470 -0.67327
C 1.42012 -2.60135 -2.02187
C 2.62504 -2.60393 -2.72165
C 3.80244 -2.94135 -2.07472
C 3.77982 -3.27879 -0.72863
C 2.58134 -3.26728 -0.02277
C -0.39440 -4.59699 1.11726
C -1.51659 -4.81707 1.99922
C -1.94936 -6.09530 2.27403
C -1.33240 -7.22422 1.69972
C -0.25314 -7.01700 0.80134
C 0.19685 -5.75211 0.49637
C -1.61452 -2.45914 -0.89898
C -2.01116 -3.47094 -1.76600
C -3.13332 -3.30827 -2.57356
C -3.89495 -2.15035 -2.49283
C -3.52894 -1.15162 -1.60991
C -2.39239 -1.31098 -0.82381
H 0.49877 -2.33478 -2.52065
H 2.64316 -2.33011 -3.77215
H 4.74096 -2.93187 -2.61666
H 4.70194 -3.53990 -0.22198
H 2.55623 -3.51856 1.02534
H -1.99662 -3.97243 2.47275
H -2.77799 -6.23319 2.96266
H -1.68451 -8.22442 1.92504
H 0.23874 -7.87315 0.34764
H 1.01631 -5.63314 -0.20288
H -1.44485 -4.39425 -1.79755
H -3.42615 -4.10164 -3.25078
H -4.77951 -2.03450 -3.10899
H -4.10927 -0.23730 -1.53747
H -2.13050 -0.50268 -0.17246
*
```

Summary:
HOMO level (spin up / spin down): -1.3 / -5.5 eV
⟨S²⟩: 8.81
Lowest unoccupied orbital energy (spin up / spin down): 2.55 / 0.84 eV
Kohn-Sham gap (spin up / spin down): 3.844 / 6.333 eV

=====

Entry from the Open Molecules 2025 dataset: a cluster of 2 separate species, C5H13N in total at a distorted geometry (ωB97M-V with the def2-TZVPD basis set).

Geometry as ORCA input:
```
! RIJCOSX wB97M-V def2-TZVPD def2/J DEFGRID3
* xyz 0 1
C -0.27483 2.29718 0.24949
C -1.06395 2.19764 1.31548
C -1.08031 0.98994 2.23177
H -0.24570 3.22052 -0.31323
H 0.54614 1.60507 0.09257
H -1.32208 3.09828 1.85145
H -2.11217 0.90755 2.57452
H -0.66759 0.10966 1.75442
H -0.48774 1.23894 3.11665
C -0.19764 -1.67883 -0.58254
C 0.79436 -1.01605 -1.51174
N 1.49907 -2.05784 -2.27357
H 0.39236 -2.22798 0.16497
H -0.78841 -1.00286 0.03012
H -0.81549 -2.41699 -1.09072
H 0.30934 -0.40018 -2.27429
H 1.44949 -0.34792 -0.94228
H 2.32707 -1.66604 -2.70049
H 1.73807 -2.85007 -1.69256
*
```

Summary:
SMILES: C=CC.CCN
HOMO level: -9.2 eV
Energy relative to the best compared isomer or geometry (same formula, charge and spin): 170.0 kJ/mol
Lowest unoccupied orbital energy: 1.14 eV
Kohn-Sham gap: 10.325 eV

=====

Entry from the Open Molecules 2025 dataset: a cluster of 7 separate species, C6H27NO7 in total (ωB97M-V with the def2-TZVPD basis set).

Geometry as ORCA input:
```
! RIJCOSX wB97M-V def2-TZVPD def2/J DEFGRID3
* xyz 0 1
C 1.05081 -2.70122 0.84726
C -0.12723 -1.98748 0.18410
C 0.25188 -0.54831 -0.13644
N -0.80328 0.35983 -0.61321
C -1.81438 0.64497 0.39324
C -1.36206 0.02889 -1.92587
C -2.51944 -0.98113 -1.97137
O -3.80174 -0.35330 -1.99418
H 1.30285 -2.25140 1.81171
H 0.83556 -3.75413 1.04738
H 1.94515 -2.65765 0.22042
H -0.97723 -2.04174 0.86686
H -0.40136 -2.53225 -0.72286
H 1.02483 -0.56202 -0.90268
H 0.69939 -0.07700 0.73922
H -2.48301 1.42601 0.02895
H -1.33781 1.03121 1.29618
H -2.40234 -0.23109 0.68491
H -0.55025 -0.32729 -2.55637
H -1.73020 0.94867 -2.38289
H -2.47016 -1.53624 -2.90354
H -2.45535 -1.68283 -1.14195
H -3.97612 0.02875 -1.12885
O 1.77577 1.36291 2.83293
H 2.30861 1.30092 2.02259
H 1.22283 2.15402 2.66534
O 0.67166 2.64526 -0.76613
H 0.09119 1.83276 -0.78613
H 0.55397 3.10024 -1.60555
O 2.96759 1.36301 0.28055
H 3.01690 0.53468 -0.21118
H 2.21294 1.83881 -0.12178
O 0.13680 -0.67449 3.74739
H 0.74148 0.06359 3.51785
H -0.43717 -0.75038 2.97534
O 0.38386 3.61655 1.84880
H 0.96011 4.38400 1.90621
H 0.38129 3.32515 0.91855
O 1.49839 -1.78050 -2.95961
H 2.25640 -1.94866 -3.53020
H 1.35883 -2.61110 -2.47498
*
```

Summary:
SMILES: CCCN(C)CCO.O.O.O.O.O.O
HOMO level: -9.4 eV
Energy relative to the best compared isomer or geometry (same formula, charge and spin): 42.8 kJ/mol
Lowest unoccupied orbital energy: 0.11 eV
Kohn-Sham gap: 9.506 eV